A 2-piece molecular cluster, H3N2O2P overall in a non-equilibrium geometry. Source: OMol25; level of theory: ωB97M-V with the def2-TZVPD basis set.

Summary:
- Molecular weight: 94.0 g mol⁻¹
- Multiplicity: 1
- Charge: 0
- E: -603.07574 Eh

Last column: Mulliken charge in e.
Positions of all 8 atoms, in Å:
O1 3.59114 -0.59870 0.83871  -0.498
P1 3.05651 0.36493 -0.13419  0.667
H1 -0.63374 -0.51462 -0.68771  0.245
N1 0.71206 0.15777 0.69892  -0.334
O2 4.03229 1.12549 -0.98762  -0.516
H2 -0.55374 1.18877 -0.37820  0.263
H3 0.96603 -0.79419 0.95414  0.309
N2 -0.31036 0.24743 -0.09096  -0.135

Forces on the atoms, in the same order (eV/Å):
O -0.7 -0.4 0.5
P 1.8 0.3 -0.5
H 0.2 0.2 0.2
N 0.9 1.0 -0.1
O -1.9 -0.2 0.4
H 0.0 -0.2 0.2
H -0.1 -0.3 -0.3
N -0.2 -0.3 -0.4